[1]
DFT (the ωB97M-V functional and the def2-TZVPD basis) results for a 7-piece molecular cluster, C30H74N3O8 overall.

Last column: Löwdin charge in e.
Cartesian coordinates (Å):
1 C 6.998 0.888 0.307  -0.06
2 C 6.415 1.804 -0.743  -0.28
3 O 5.191 1.256 -1.208  -0.16
4 C 4.869 1.710 -2.508  -0.19
5 C 3.502 1.140 -2.849  -0.13
6 O 2.594 1.276 -1.765  -0.09
7 C 2.051 2.529 -1.592  -0.27
8 N 2.898 3.233 -0.582  0.22
9 C 2.372 4.222 0.117  -0.37
10 N 2.987 4.668 1.269  0.17
11 N 1.219 4.787 -0.312  0.13
12 C 0.131 3.741 -0.434  -0.07
13 C 0.560 2.502 -1.234  -0.18
14 C 0.070 1.234 -0.500  -0.31
15 C 0.948 0.859 0.688  -0.04
16 C -0.200 0.094 -1.507  -0.20
17 C 0.046 -1.313 -0.978  -0.10
18 H 7.868 1.337 0.773  0.08
19 H 7.241 -0.060 -0.165  0.08
20 H 6.230 0.720 1.058  0.06
21 H 6.230 2.798 -0.318  0.11
22 H 7.133 1.939 -1.556  0.12
23 H 5.580 1.252 -3.200  0.13
24 H 4.900 2.802 -2.556  0.13
25 H 3.118 1.541 -3.787  0.14
26 H 3.618 0.068 -2.986  0.14
27 H 2.161 3.102 -2.517  0.17
28 H 3.487 2.607 -0.035  0.16
29 H 2.558 4.563 2.171  0.12
30 H 3.855 5.171 1.223  0.12
31 H 0.982 5.467 0.401  0.14
32 H -0.116 3.448 0.584  0.12
33 H -0.764 4.202 -0.834  0.13
34 H 0.042 2.521 -2.190  0.15
35 H -0.902 1.504 -0.083  0.14
36 H 0.589 -0.026 1.202  0.07
37 H 1.997 0.725 0.435  0.08
38 H 0.902 1.665 1.429  0.08
39 H -1.233 0.153 -1.847  0.11
40 H 0.404 0.211 -2.404  0.10
41 H 1.028 -1.452 -0.538  0.07
42 H -0.741 -1.644 -0.306  0.08
43 H 0.004 -1.996 -1.827  0.08
44 C 6.562 -1.504 3.877  -0.06
45 C 7.058 -0.090 4.138  -0.50
46 C 7.396 0.122 5.605  -0.06
47 O 6.075 0.861 3.716  -0.07
48 H 5.649 -1.699 4.447  0.08
49 H 6.323 -1.638 2.821  0.07
50 H 7.310 -2.244 4.161  0.08
51 H 7.941 0.105 3.528  0.13
52 H 6.509 -0.025 6.226  0.08
53 H 7.749 1.140 5.773  0.08
54 H 8.167 -0.573 5.937  0.08
55 H 5.281 0.715 4.241  0.08
56 C -0.730 -4.268 2.578  -0.05
57 C -0.173 -2.887 2.892  -0.50
58 C 0.333 -2.804 4.325  -0.06
59 O -1.173 -1.896 2.670  -0.08
60 H -1.575 -4.496 3.233  0.07
61 H -1.092 -4.310 1.550  0.08
62 H 0.026 -5.044 2.713  0.08
63 H 0.643 -2.661 2.201  0.13
64 H -0.484 -2.985 5.027  0.08
65 H 0.727 -1.808 4.533  0.07
66 H 1.120 -3.537 4.513  0.08
67 H -1.915 -2.082 3.269  0.05
68 C 7.258 -2.927 -5.429  -0.06
69 C 7.670 -1.486 -5.173  -0.49
70 C 8.089 -1.274 -3.726  -0.07
71 O 6.599 -0.600 -5.507  -0.06
72 H 6.401 -3.196 -4.805  0.08
73 H 6.960 -3.060 -6.469  0.08
74 H 8.073 -3.617 -5.210  0.08
75 H 8.494 -1.219 -5.834  0.14
76 H 7.254 -1.494 -3.051  0.08
77 H 8.380 -0.235 -3.560  0.07
78 H 8.927 -1.917 -3.456  0.08
79 H 5.856 -0.821 -4.937  0.07
80 C -5.601 -2.774 5.263  -0.06
81 C -5.116 -2.182 3.950  -0.47
82 C -5.968 -2.631 2.777  -0.06
83 O -3.748 -2.548 3.724  -0.08
84 H -5.551 -3.866 5.231  0.08
85 H -4.974 -2.442 6.091  0.08
86 H -6.632 -2.483 5.469  0.08
87 H -5.129 -1.093 4.014  0.14
88 H -5.929 -3.720 2.670  0.09
89 H -5.603 -2.197 1.850  0.06
90 H -7.008 -2.334 2.906  0.09
91 H -3.707 -3.508 3.658  0.08
92 C -5.363 0.735 -0.958  -0.06
93 C -6.230 -0.509 -0.822  -0.49
94 C -7.294 -0.564 -1.906  -0.06
95 O -6.841 -0.539 0.469  -0.06
96 H -5.972 1.637 -0.860  0.08
97 H -4.607 0.761 -0.171  0.07
98 H -4.861 0.762 -1.928  0.07
99 H -5.600 -1.398 -0.876  0.14
100 H -7.962 0.294 -1.838  0.06
101 H -7.906 -1.460 -1.793  0.08
102 H -6.847 -0.572 -2.902  0.08
103 H -7.406 0.237 0.543  0.09
104 C -11.650 0.681 -3.991  -0.06
105 C -10.986 1.465 -2.869  -0.49
106 C -11.522 2.886 -2.790  -0.06
107 O -9.568 1.482 -3.054  -0.07
108 H -11.449 1.152 -4.956  0.08
109 H -11.254 -0.334 -4.034  0.08
110 H -12.730 0.628 -3.851  0.08
111 H -11.157 0.958 -1.919  0.14
112 H -11.318 3.424 -3.720  0.08
113 H -11.036 3.435 -1.982  0.08
114 H -12.599 2.895 -2.617  0.08
115 H -9.386 1.926 -3.889  0.09

Cartesian forces, eV/Å:
-0.6775 0.0504 -0.2456
0.4389 0.1390 0.2575
-0.0157 0.1901 -0.0561
-0.1522 -0.6348 0.2276
0.5979 -0.3352 0.1994
-0.6354 -0.0586 -0.2065
0.6596 0.4163 -0.8096
-1.0714 -0.0088 1.2631
0.4278 -0.0295 -0.2525
0.3050 0.1718 -0.6506
-0.0069 -1.0910 1.2811
0.1343 0.1542 -0.1193
-0.3983 0.0017 0.4102
0.0466 -0.2868 -0.2699
0.0885 0.5411 0.3227
0.2866 -0.2335 0.1095
-0.3527 -0.3469 -0.6197
0.1614 -0.0261 0.0489
0.2054 -0.1436 0.1087
0.1374 -0.1088 0.2634
-0.0543 0.1383 -0.0160
-0.1101 -0.0522 -0.2166
0.1483 0.4597 -0.3388
0.0607 0.1082 -0.1210
-0.1652 0.2429 0.0381
-0.1127 -0.1366 0.0908
-0.0314 0.1991 -0.0220
0.4016 0.0097 -0.3990
-0.3398 0.2327 -0.0412
0.2593 -0.3040 0.0259
-0.3210 0.4180 -0.3907
0.0072 -0.1037 0.0686
0.0693 0.1653 -0.2905
-0.0279 0.0573 -0.1466
-0.1231 0.0188 0.0665
-0.1173 -0.1204 -0.0033
0.0069 -0.2243 -0.1315
0.0487 0.0201 0.1030
-0.1166 0.1149 -0.0018
0.1847 0.1887 -0.0086
0.0646 0.1115 0.2027
0.1175 0.0738 0.3987
-0.0191 -0.0924 -0.0560
-0.0079 0.0144 -0.1747
-0.2276 -0.2406 0.3304
0.0650 0.1575 -0.0185
0.0868 0.1572 -0.2350
0.0423 -0.0016 0.0799
0.0434 0.0024 -0.0055
-0.0114 -0.0039 0.0174
-0.0479 0.0988 -0.0710
-0.0023 -0.0918 -0.0134
0.0358 -0.0123 -0.0235
-0.0158 -0.0118 0.0084
-0.0038 -0.0484 0.0746
0.0533 -0.0091 -0.1868
-0.3534 -0.0810 0.3096
0.1326 0.0798 -0.0118
0.3393 0.0586 -0.0893
0.0592 -0.0132 0.0930
0.0298 0.0125 -0.0077
-0.0190 -0.0126 0.0211
-0.0305 0.0584 -0.0411
-0.0158 -0.0711 -0.0262
0.0198 -0.0020 -0.0282
-0.0164 -0.0087 0.0146
-0.1497 0.1499 -0.2181
-0.0177 0.0112 -0.1555
-0.1874 -0.2392 0.3353
0.0457 0.1638 -0.0057
0.1168 0.1963 -0.0875
0.0474 -0.0001 0.0757
0.0410 0.0103 -0.0093
-0.0094 -0.0054 0.0174
-0.0562 0.0989 -0.0609
0.0020 -0.0949 -0.0198
0.0421 -0.0116 -0.0349
-0.0130 -0.0106 0.0183
-0.0543 -0.1040 -0.0173
0.1500 0.0781 0.1090
-0.2730 -0.3638 0.0130
0.1448 -0.0411 -0.0844
0.1801 0.1163 0.1206
-0.0731 -0.0067 -0.0601
-0.0222 0.0380 -0.0090
-0.0120 -0.0183 -0.0137
0.1502 0.0216 -0.0286
-0.0495 -0.0130 0.1234
-0.0526 0.0862 0.0032
-0.0114 0.0023 -0.0245
-0.0978 -0.0445 -0.0318
0.1670 -0.0240 0.1163
-0.2331 0.3297 -0.1766
0.0223 -0.1965 0.1025
0.1610 -0.1183 0.0353
-0.0490 -0.0156 -0.0845
0.0080 -0.0431 -0.0133
-0.0242 0.0116 -0.0114
-0.0199 -0.0374 0.1311
0.0489 0.0889 -0.0599
0.0562 -0.0357 -0.0152
-0.0158 0.0205 -0.0045
-0.0608 0.0156 -0.0362
0.0592 -0.1536 0.0373
-0.1138 0.2178 -0.3938
0.0738 0.0434 0.1456
-0.0419 -0.0454 0.2043
-0.0514 0.0715 0.0170
-0.0172 -0.0034 0.0385
-0.0034 0.0152 -0.0151
0.1197 -0.0262 0.0281
-0.0591 -0.0483 -0.0485
-0.0201 -0.0277 0.0249
-0.0037 0.0043 -0.0209
-0.0081 0.0187 -0.0450

- calculated total energy (eV) = -53154.15994
- HOMO energy (eV) = -11.459
- charge = +1
- Kohn-Sham gap (eV) = 8.51
- energy above the lowest of the compared OMol25 structures with the same formula, charge and spin (eV) = 0.0000


[2]
DFT (the ωB97M-V functional and the def2-TZVPD basis) results for a 5-piece molecular cluster, C30H74N4 overall.

Last column: Löwdin charge in e.
Cartesian coordinates (Å):
1 C 3.513 -1.367 -2.813  -0.09
2 C 3.401 -2.599 -1.820  -0.24
3 N 2.096 -2.609 -1.164  -0.16
4 C 0.912 -2.436 -2.031  -0.24
5 C 0.695 -3.488 -3.114  -0.06
6 C 2.000 -3.791 -0.248  -0.30
7 C 2.971 -3.846 0.770  -0.13
8 H 3.401 -0.371 -2.371  0.08
9 H 3.068 -1.448 -3.747  0.02
10 H 4.520 -1.463 -3.291  0.08
11 H 4.233 -2.380 -1.101  0.11
12 H 3.641 -3.634 -2.453  0.16
13 H 0.904 -1.528 -2.311  0.00
14 H 0.132 -2.586 -1.320  0.10
15 H 1.481 -3.568 -3.858  0.07
16 H -0.217 -3.154 -3.680  0.08
17 H 0.326 -4.407 -2.726  0.06
18 H 2.055 -4.714 -0.805  0.10
19 H 0.895 -3.972 0.117  0.14
20 H 2.876 -4.616 1.502  0.08
21 H 2.986 -2.961 1.350  0.05
22 H 3.971 -4.011 0.334  0.09
23 C 3.969 2.247 6.261  -0.11
24 C 3.334 1.667 4.884  -0.24
25 N 2.138 0.813 5.194  -0.22
26 C 1.048 1.363 5.977  -0.24
27 C 0.311 2.335 5.092  -0.09
28 C 1.761 0.189 3.961  -0.28
29 C 2.654 -0.983 3.571  -0.06
30 H 4.947 2.791 6.125  0.06
31 H 4.314 1.391 6.962  0.09
32 H 3.269 3.024 6.681  0.06
33 H 4.225 1.147 4.310  0.12
34 H 3.192 2.547 4.070  0.13
35 H 1.335 1.478 7.034  0.12
36 H 0.307 0.573 6.194  0.12
37 H -0.360 2.924 5.681  0.07
38 H -0.348 1.983 4.419  0.02
39 H 0.888 3.111 4.603  0.07
40 H 1.607 0.820 3.048  0.10
41 H 0.710 -0.050 4.417  0.12
42 H 3.583 -0.654 2.910  0.12
43 H 2.241 -1.602 2.819  0.02
44 H 3.074 -1.522 4.290  0.02
45 C 0.528 0.474 0.313  -0.06
46 C 0.258 1.748 1.058  -0.19
47 N -0.775 2.576 0.289  -0.16
48 C -1.629 3.404 1.242  -0.21
49 C -0.875 4.471 2.011  -0.07
50 C -0.249 3.307 -0.826  -0.31
51 C -1.309 3.401 -1.891  -0.09
52 H 1.170 0.569 -0.641  0.11
53 H -0.143 -0.143 -0.083  0.03
54 H 1.001 -0.200 0.779  -0.02
55 H 1.037 2.322 1.433  0.10
56 H -0.428 1.504 1.804  0.06
57 H -2.026 2.677 1.895  0.09
58 H -2.316 3.970 0.601  0.10
59 H -0.421 4.037 2.898  0.06
60 H -1.673 5.227 2.140  0.09
61 H -0.253 4.995 1.376  0.04
62 H 0.735 2.843 -1.144  0.13
63 H 0.060 4.335 -0.801  0.09
64 H -1.779 2.551 -2.242  0.00
65 H -0.733 3.717 -2.851  0.10
66 H -2.147 3.964 -1.385  0.09
67 C -1.160 -1.926 -7.191  -0.14
68 C -0.954 -0.523 -6.772  -0.22
69 N -1.158 -0.403 -5.182  -0.16
70 C -0.205 0.298 -4.325  -0.24
71 C -0.110 1.816 -4.743  -0.06
72 C -2.588 -0.183 -5.028  -0.26
73 C -2.951 -0.102 -3.546  -0.07
74 H -2.087 -2.086 -6.797  0.02
75 H -0.418 -2.607 -6.687  0.09
76 H -0.991 -2.178 -8.248  0.08
77 H -1.738 0.054 -7.507  0.16
78 H 0.100 -0.218 -6.968  0.10
79 H 0.716 -0.195 -4.434  0.07
80 H -0.316 0.107 -3.189  0.12
81 H 0.232 1.836 -5.764  0.06
82 H 0.534 2.300 -4.066  0.04
83 H -1.181 2.112 -4.713  0.08
84 H -3.138 -0.978 -5.645  0.12
85 H -2.993 0.766 -5.518  0.12
86 H -3.869 -0.289 -3.432  0.00
87 H -2.565 0.714 -2.914  0.08
88 H -2.451 -0.814 -3.072  0.03
89 C -4.814 0.497 -0.044  -0.05
90 C -4.331 -0.120 1.278  -0.28
91 C -2.860 -0.459 1.464  -0.19
92 C -2.749 -1.167 2.920  -0.17
93 C -1.303 -1.625 3.068  -0.32
94 C -0.945 -2.977 2.438  -0.08
95 H -5.698 0.752 -0.129  -0.02
96 H -4.474 -0.160 -0.817  0.06
97 H -4.078 1.330 -0.207  0.10
98 H -4.873 -1.117 1.564  0.14
99 H -4.627 0.500 2.098  0.08
100 H -2.296 0.372 1.301  0.04
101 H -2.662 -1.127 0.612  0.11
102 H -3.285 -2.079 3.085  0.09
103 H -3.168 -0.408 3.664  0.13
104 H -1.257 -1.488 4.103  0.07
105 H -0.652 -0.887 2.620  0.07
106 H -1.169 -2.716 1.440  0.03
107 H -1.674 -3.876 2.952  0.15
108 H 0.118 -3.140 2.633  0.05

Cartesian forces, eV/Å:
2.5264 -1.3102 0.7711
0.2178 0.3197 -2.0182
0.7396 -0.9747 1.0342
1.3119 -7.2703 2.7268
-1.6162 1.7250 -1.1257
-4.8615 -0.4719 -2.6828
3.1454 0.0126 1.7153
-0.0906 -0.3971 0.0455
-2.3186 -0.1951 -1.3209
0.0727 0.4415 1.1183
-0.8839 -0.7783 -0.3759
-0.4579 2.3186 1.5457
-0.0783 6.4945 -2.5577
-1.0542 0.2256 0.4346
0.2488 -0.2936 0.1510
0.7644 0.0219 0.1583
0.4917 -1.0480 0.4632
0.4331 -0.5688 -0.9035
1.8212 1.2375 -0.2389
-0.5422 -0.9571 0.2830
0.2719 1.2377 0.5122
-0.1926 0.2552 0.2676
0.5677 -0.2407 -0.7267
2.0367 1.5517 0.5100
4.0705 0.7660 -0.7869
-0.2500 -1.1803 -0.8668
1.0980 3.2802 3.2328
-2.9479 -1.1777 1.1315
0.8516 3.3593 -4.4673
-1.0025 -0.3803 -0.4632
-1.3438 1.3467 -0.9381
0.6453 -1.1834 0.1013
-2.1407 0.0328 1.4179
-0.4671 -1.4176 1.9427
0.3239 1.4822 -0.6254
0.3382 -0.4135 -0.5677
-0.5845 0.6542 0.8675
-1.7701 -2.2251 -2.5922
0.6905 -0.1841 -0.0795
0.1407 0.0471 0.8842
1.2698 -1.0378 -2.3713
-1.5468 0.0560 1.4627
-1.1867 -0.8804 -0.4331
1.2635 -2.2492 3.4749
2.0381 5.8259 -4.3750
-4.1678 -0.1131 -2.7986
0.7414 0.4787 1.6932
2.2926 0.1207 -2.5453
-2.4839 -0.5219 0.6595
0.9513 -1.4952 -1.3301
1.1682 1.8106 -1.0751
-0.4751 0.5386 1.3331
-4.5673 -1.4312 -1.3204
4.4096 -4.6061 4.4478
1.8724 0.7811 0.4895
-0.3260 -0.8352 2.2984
-1.2624 -0.5018 0.6836
-0.4813 -0.7982 0.3239
0.1229 0.6661 0.1391
0.4960 -0.2181 1.2433
2.0465 0.7401 -1.2114
-1.2612 -0.0768 -0.0322
0.2458 1.0310 1.4395
-0.6291 -2.4476 -0.1068
-1.6852 0.7868 1.5317
0.8890 0.3180 -1.4883
3.5017 -1.5079 0.2288
0.8905 2.2064 0.5358
-1.2574 -1.0275 -2.9799
-0.6310 1.1041 -0.0108
-1.8212 -2.6393 0.3454
-0.5190 1.2457 -0.1644
5.1647 2.9787 -2.3161
-2.6902 -1.6488 0.3013
-0.7931 0.6114 -0.0823
-0.7100 0.6205 0.1176
1.8729 -0.3356 2.3783
-0.8211 0.2316 -0.0623
1.5659 -0.5479 -0.7041
-0.8361 0.5862 -1.7837
0.2339 0.2788 -0.2665
0.6057 1.1317 0.6318
0.8858 0.6231 0.0807
0.5721 0.7206 1.4727
0.7375 -0.5755 0.2768
-7.3775 -0.8747 1.1630
-0.6209 0.6554 -1.0499
2.0848 -3.9471 1.8790
11.0850 -1.9795 1.3446
-1.9699 -1.9059 0.7108
-3.5683 -3.5879 0.7082
0.7169 1.9776 -2.4940
-0.5013 0.8778 0.2812
-2.1512 -0.8024 3.3881
-8.5833 2.4398 -0.5900
-0.3639 -0.7291 -0.8400
-1.0280 -0.0090 0.0654
0.5255 1.5906 -0.9401
-0.2436 0.7992 0.6145
2.0447 2.4140 0.1976
0.5132 -0.2916 0.4573
-1.1833 -0.3533 -0.5772
1.0788 -0.9196 -0.6817
1.4485 -0.7011 1.9861
0.3098 0.3101 -0.0234
-0.0744 -1.0111 -1.5673
2.1960 2.3677 -1.8341
-0.2284 -0.4593 -0.3066

- calculated total energy (eV) = -38257.89589
- HOMO energy (eV) = -8.060
- SMILES string = CCN(CC)CC.CCN(CC)CC.CCN(CC)CC.CCN(CC)CC.CCCCCC
- Kohn-Sham gap (eV) = 8.86
- energy above the lowest of the compared OMol25 structures with the same formula, charge and spin (eV) = 0.0000